# 1
DFT (the ωB97M-V functional and the def2-TZVPD basis) results for one molecule with the formula C4H9NO.

Positions of all 15 atoms, in Å:
C -2.02 -0.04 0.16
C 0.25 1.20 -0.06
C 1.33 0.15 -0.47
C 0.30 -0.92 -0.15
H -2.72 0.75 -0.14
H -2.40 -1.06 0.01
H -1.99 0.06 1.36
H 0.07 2.09 -0.66
H 0.14 1.46 0.96
H 1.74 0.07 -1.43
H 2.87 -0.74 0.15
H 0.40 -1.27 0.97
H 0.37 -1.85 -0.68
N -0.70 0.03 -0.43
O 2.37 0.07 0.40

Computed properties:
strongest force on any atom	0.070	hartree/bohr
energy relative to the best compared isomer or geometry (same formula, charge and spin)	3.131	eV
net charge	0
E_HOMO	-8.501	eV

natural (NBO) atomic charge list, values in e, 4 entries: -0.41 -0.23 0.10 -0.23

# 2
DFT (the ωB97M-V functional and the def2-TZVPD basis) results for H13LiO7 as an isolated structure.

Positions of all 21 atoms, in Å:
Li 7.62 -63.09 -25.72
O 7.97 -63.86 -27.62
H 7.38 -63.68 -28.19
O 7.37 -66.42 -26.99
H 8.10 -66.98 -26.64
H 7.51 -65.49 -27.23
O 8.68 -64.24 -30.30
H 8.93 -64.07 -29.35
H 8.37 -65.14 -30.20
O 4.07 -62.35 -27.87
H 4.77 -62.64 -28.36
H 3.72 -63.02 -27.36
O 5.73 -63.72 -29.79
H 6.65 -63.58 -30.08
H 5.49 -64.35 -30.35
O 9.05 -61.49 -27.89
H 8.72 -62.35 -27.63
H 8.88 -60.96 -27.17
O 10.53 -64.74 -27.50
H 10.67 -65.11 -28.38
H 9.67 -64.36 -27.59

Computed properties:
strongest force on any atom	0.208	hartree/bohr
energy relative to the best compared isomer or geometry (same formula, charge and spin)	2.164	eV
net charge	0
E_HOMO	-10.619	eV

natural (NBO) atomic charge list, values in e, 4 entries: 0.98 -1.30 0.44 -1.03